A cluster of 15 separate species, C22H74N10O15 in total at a distorted geometry, computed with ωB97M-V with the def2-TZVPD basis set.

Positions of all 121 atoms, in Å:
C (-20.72597, 17.77368, 9.51396)
C (-20.28734, 18.80133, 8.52396)
O (-21.17274, 19.02885, 7.42032)
H (-21.58570, 18.16801, 10.08378)
H (-19.96303, 17.53291, 10.21280)
H (-21.13822, 16.89161, 9.01593)
H (-19.36074, 18.53653, 8.10596)
H (-20.08583, 19.68224, 9.08422)
H (-20.66236, 19.66378, 6.91917)
C (-19.76182, 14.09327, 16.70735)
C (-18.32350, 13.95195, 16.30975)
O (-17.47225, 14.86118, 17.03548)
H (-20.01302, 13.75671, 17.69905)
H (-20.50233, 13.55839, 16.06291)
H (-20.07003, 15.20677, 16.75106)
H (-18.24601, 14.22729, 15.22869)
H (-17.95581, 12.94911, 16.51856)
H (-17.80152, 15.03742, 17.94759)
C (-23.56374, 15.10160, 15.40188)
C (-22.95967, 16.32254, 16.09504)
O (-21.75525, 16.73669, 15.42752)
H (-23.38564, 15.21079, 14.34089)
H (-24.63230, 14.97170, 15.57408)
H (-23.07390, 14.24371, 15.84614)
H (-22.74584, 16.18096, 17.12438)
H (-23.57926, 17.22031, 16.00672)
H (-21.24304, 17.36918, 15.93561)
C (-17.25245, 17.40384, 9.75160)
C (-15.91364, 16.68861, 9.64843)
O (-15.91332, 15.60813, 10.59139)
H (-17.36277, 18.26877, 9.11367)
H (-17.38319, 17.79952, 10.73412)
H (-18.16539, 16.71617, 9.67726)
H (-15.07569, 17.29237, 9.89549)
H (-15.70986, 16.35104, 8.60701)
H (-15.89591, 15.97019, 11.51640)
C (-22.14221, 15.40355, 11.72280)
C (-23.43329, 15.94275, 11.12218)
O (-23.70487, 15.24151, 9.99600)
H (-22.01006, 15.88698, 12.66893)
H (-21.17773, 15.52142, 11.13818)
H (-22.39855, 14.33957, 11.83234)
H (-23.19783, 16.94756, 10.76567)
H (-24.26302, 15.88188, 11.88905)
H (-24.24841, 15.78836, 9.41707)
C (-17.79660, 21.12765, 10.10625)
C (-18.78112, 22.10401, 9.39050)
O (-19.75283, 22.64323, 10.22332)
H (-18.39189, 20.32852, 10.49335)
H (-17.24929, 21.58555, 10.91259)
H (-16.96021, 20.74546, 9.45214)
H (-19.23804, 21.54797, 8.61835)
H (-18.18610, 22.99053, 8.98687)
H (-19.42403, 23.50585, 10.45977)
C (-17.13252, 12.83027, 12.85032)
C (-17.22372, 11.69523, 11.84499)
O (-16.01020, 11.64846, 11.18051)
H (-16.36036, 12.56243, 13.53217)
H (-18.05627, 12.96103, 13.37055)
H (-16.89510, 13.74340, 12.31171)
H (-18.06362, 11.87461, 11.18259)
H (-17.39074, 10.79164, 12.32161)
H (-16.10284, 12.18001, 10.35310)
C (-17.56922, 18.27188, 15.52018)
O (-16.52174, 18.62423, 16.35666)
N (-18.03920, 18.99596, 14.53242)
N (-18.15516, 17.14136, 15.61848)
H (-17.69889, 19.92989, 14.35118)
H (-18.64435, 18.45612, 13.81549)
H (-17.72471, 16.42255, 16.21182)
H (-18.80522, 16.77393, 14.83303)
C (-17.70337, 13.13682, 8.93319)
O (-18.20503, 12.13145, 8.08877)
N (-18.54061, 13.78657, 9.64399)
N (-16.44683, 13.45204, 9.17172)
H (-19.55217, 13.54255, 9.59262)
H (-18.32472, 14.39715, 10.41064)
H (-15.87366, 13.06737, 8.39296)
H (-16.07413, 14.21662, 9.77356)
C (-20.40350, 20.51400, 12.95792)
O (-19.39908, 21.30943, 13.53820)
N (-21.04884, 19.60708, 13.61028)
N (-20.69215, 20.44959, 11.66327)
H (-20.80308, 19.64116, 14.63798)
H (-22.01667, 19.28002, 13.40951)
H (-20.28325, 21.13058, 10.97394)
H (-21.23390, 19.64737, 11.37118)
C (-19.37893, 16.41919, 12.74990)
O (-18.60179, 15.69944, 11.89078)
N (-19.51421, 17.69464, 12.71817)
N (-19.89906, 15.94155, 13.84077)
H (-19.06946, 18.04453, 11.86714)
H (-20.20566, 18.42447, 13.16543)
H (-19.94949, 14.89338, 13.93732)
H (-20.73419, 16.34337, 14.30113)
C (-20.45647, 19.37582, 17.21060)
O (-21.30889, 20.01178, 18.11402)
N (-20.01979, 19.90748, 16.08394)
N (-19.99584, 18.14425, 17.34815)
H (-20.12322, 20.91678, 16.02260)
H (-19.16264, 19.55412, 15.55997)
H (-20.32097, 17.75040, 18.21667)
H (-19.28624, 17.64810, 16.71721)
C (-20.81551, 12.48844, 12.89841)
O (-21.43821, 13.31836, 13.82563)
H (-20.15581, 12.96259, 12.14904)
H (-21.59677, 11.84215, 12.36399)
H (-20.24198, 11.83656, 13.49524)
H (-21.77921, 12.70562, 14.49211)
C (-15.63567, 16.57950, 13.48847)
O (-14.49080, 16.07993, 12.98739)
H (-16.43013, 15.80014, 13.59834)
H (-16.10086, 17.36253, 12.90310)
H (-15.47977, 16.98280, 14.47008)
H (-13.85269, 16.84742, 13.03745)
C (-24.00183, 18.24471, 13.44379)
O (-23.46931, 18.92339, 12.30782)
H (-24.91459, 17.71235, 13.14324)
H (-24.17506, 18.97848, 14.28840)
H (-23.27786, 17.48563, 13.70629)
H (-24.17071, 19.42119, 11.91983)

Cartesian forces (eV/Å) of the 6 atoms listed first:
C -2.313 0.105 -0.645
C -0.300 -0.316 -0.156
O 0.012 -0.058 1.019
H 0.193 -0.091 -0.055
H 0.629 -0.388 0.264
H 0.431 -0.178 0.078

The value obtained for the energy above the lowest of the compared OMol25 structures with the same formula, charge and spin is 96.97 kJ/mol. For the HOMO-LUMO gap, the calculation gives 8.43 eV. The strongest force on any atom comes out at 9.9 eV Å⁻¹. The calculation puts the calculated total energy at -69621.7856 eV. The value obtained for the LUMO energy is -0.14 eV.

A structure of composition C5H5N3 at a distorted geometry, computed with ωB97M-V with the def2-TZVPD basis set.

Positions of all 13 atoms, in Å:
C (-1.21786, 1.19514, 0.15605)
C (-1.97901, -0.07805, 0.15720)
C (-1.26418, -1.23790, -0.08581)
C (0.13200, -0.77224, -0.06869)
C (1.20477, 0.96714, -0.18100)
H (-1.13514, 1.79142, -0.69153)
H (-1.28823, 1.86388, 1.00226)
H (-3.14144, -0.02344, -0.41783)
H (-1.54382, -2.30355, -0.34214)
H (1.78829, 1.99966, -0.23661)
N (1.30326, -1.12489, 0.16332)
N (2.11609, -0.03736, 0.09013)
N (0.01866, 0.62332, -0.13639)

Cartesian forces (eV/Å) of the 6 atoms listed first:
C 0.065 -0.731 -0.252
C -5.705 -2.221 -4.151
C -0.064 1.077 0.627
C -4.064 0.644 0.846
C 10.813 4.307 1.558
H -2.665 1.746 -1.906

The value obtained for the energy above the lowest of the compared OMol25 structures with the same formula, charge and spin is 359.45 kJ/mol. For the HOMO-LUMO gap, the calculation gives 9.08 eV. The strongest force on any atom comes out at 11.7 eV Å⁻¹. The calculation puts the calculated total energy at -9731.7633 eV. The value obtained for the LUMO energy is 0.25 eV.

A cluster of 11 separate species, C6H31O11 in total at a distorted geometry, computed with ωB97M-V with the def2-TZVPD basis set.

Positions of all 48 atoms, in Å:
C (0.19801, 2.53315, 0.27913)
O (1.23099, 1.62758, 0.11740)
C (-1.20560, 2.14211, -0.25149)
C (-1.75477, 0.95864, 0.51671)
C (-3.06389, 0.28653, 0.11054)
C (-3.55434, 0.11464, -1.11138)
C (-3.71175, -0.52927, 1.24461)
H (0.48525, 3.57999, -0.00844)
H (0.05687, 2.62406, 1.38585)
H (-1.21915, 2.02458, -1.33742)
H (-1.84032, 3.03070, -0.11203)
H (-1.90915, 1.18095, 1.56604)
H (-1.14339, 0.05491, 0.50533)
H (-4.29612, -0.66623, -1.24774)
H (-3.16618, 0.50547, -2.03968)
H (-4.68591, -0.89125, 0.89845)
H (-3.78493, -0.02980, 2.20494)
H (-3.15799, -1.48416, 1.27417)
H (1.05916, 0.98404, -2.84112)
H (1.74970, 1.26132, -1.34522)
O (1.84422, 0.91833, -2.29128)
H (-0.97711, -0.13352, -3.88042)
H (-0.13381, -1.46444, -3.91436)
O (-0.29833, -0.60941, -4.36404)
H (-2.53734, -2.20270, -1.58621)
H (-1.38346, -2.05417, -2.49746)
O (-2.15491, -2.62611, -2.37037)
H (1.63088, -2.14381, -1.97416)
H (0.98182, -0.78552, -2.03893)
O (0.83679, -1.70704, -2.32203)
H (2.29498, -1.64261, 2.07942)
H (3.47323, -2.62497, 2.19221)
O (3.01635, -1.92179, 2.67063)
H (2.14165, -0.74648, -0.26763)
H (3.54468, -0.83241, -0.11233)
O (2.80955, -1.45059, -0.24724)
H (-0.15644, -2.19204, 0.01684)
H (-0.94712, -2.02743, 1.27279)
O (-1.00048, -2.44620, 0.40488)
H (4.16320, 2.74335, 1.21322)
H (2.68332, 2.37966, 0.90057)
O (3.28190, 2.71887, 1.60487)
H (2.93893, 1.28978, 3.13992)
H (2.77476, -0.11463, 3.77586)
O (2.67991, 0.83257, 3.95116)
H (0.60637, -0.17589, 2.38404)
H (0.88905, 0.27211, 0.95125)
O (0.71092, -0.56090, 1.50013)

Cartesian forces (eV/Å) of the 6 atoms listed first:
C -0.038 0.485 1.345
O 0.356 -0.539 -0.443
C 0.445 0.629 -0.054
C -1.602 -0.867 -0.428
C -0.098 0.018 0.513
C 0.009 -0.454 -0.222

The charge is -1. The value obtained for the energy above the lowest of the compared OMol25 structures with the same formula, charge and spin is 0.00 kJ/mol. For the HOMO-LUMO gap, the calculation gives 8.71 eV. The strongest force on any atom comes out at 1.9 eV Å⁻¹. The calculation puts the calculated total energy at -29249.6148 eV. The value obtained for the LUMO energy is 2.88 eV.

A cluster of 2 separate species, C2H6NO2 in total at a distorted geometry, computed with ωB97M-V with the def2-TZVPD basis set.

Positions of all 11 atoms, in Å:
C (-1.19326, -0.42801, -1.71932)
O (0.19879, -0.33975, -1.37940)
H (-1.63719, -1.37306, -1.37850)
H (-1.69359, 0.39650, -1.22675)
H (-1.07249, -0.24362, -2.78401)
C (1.17319, 0.47552, 1.49172)
N (0.49759, -0.13964, 2.47572)
O (1.83070, -0.09650, 0.58539)
H (1.30406, 1.53933, 1.76427)
H (0.76360, -0.39211, -0.54420)
H (-0.17140, 0.60133, 2.71508)

Cartesian forces (eV/Å) of the 6 atoms listed first:
C 2.655 0.348 1.599
O 0.451 -0.182 -1.328
H -0.112 0.040 -0.556
H -0.665 0.249 -0.054
H -1.159 -0.428 -0.245
C 0.228 -1.752 2.312

The charge is -1. The value obtained for the energy above the lowest of the compared OMol25 structures with the same formula, charge and spin is 232.39 kJ/mol. For the HOMO-LUMO gap, the calculation gives 7.70 eV. The strongest force on any atom comes out at 3.1 eV Å⁻¹. The calculation puts the calculated total energy at -7755.8581 eV. The value obtained for the LUMO energy is 4.20 eV.

An isolated molecule of C31H34N2O4 at a distorted geometry, computed with ωB97M-V with the def2-TZVPD basis set.

Positions of all 71 atoms, in Å:
C (5.68149, -4.71161, 3.13703)
N (4.50835, -3.96675, 3.55869)
C (4.49935, -3.55604, 4.95089)
C (3.64641, -3.41780, 2.62656)
C (3.07806, -4.24129, 1.61892)
C (2.21536, -3.70170, 0.68365)
C (1.97163, -2.30706, 0.63366)
C (1.13841, -1.76667, -0.42073)
C (0.56576, -0.54256, -0.35045)
C (-0.48002, -0.00880, -1.29597)
C (-0.26804, 1.46521, -1.69314)
C (-0.99401, 2.00507, -2.75644)
C (-0.90171, 3.34588, -3.05628)
C (0.09558, 4.13214, -2.44627)
N (0.29228, 5.44788, -2.87433)
C (-0.35835, 6.57554, -2.24686)
C (1.42333, 5.76053, -3.71124)
C (0.89836, 3.56690, -1.43683)
C (0.66968, 2.26017, -1.03130)
C (-1.83560, -0.10149, -0.61644)
C (-2.08620, -1.53858, -0.10069)
C (-2.34380, -2.52248, -1.06118)
C (-2.28814, -3.87315, -0.73331)
C (-1.87049, -4.25358, 0.53979)
C (-1.63816, -3.29041, 1.51795)
C (-1.75376, -1.93115, 1.20180)
C (-1.81651, 0.90203, 0.54658)
O (-1.01014, 0.87612, 1.45620)
O (-2.70585, 1.92733, 0.50529)
C (-3.94875, 1.72878, -0.20340)
C (-4.74705, 0.59412, 0.41223)
C (-4.54938, 3.12370, -0.30345)
O (-3.59715, 1.37554, -1.56465)
C (-2.85635, 0.24049, -1.71156)
O (-2.93288, -0.35556, -2.77131)
C (2.53430, -1.48906, 1.64542)
C (3.31449, -2.04182, 2.65028)
H (5.50442, -5.17103, 2.15684)
H (6.56568, -4.05046, 3.06095)
H (5.89663, -5.48677, 3.88299)
H (3.46536, -3.43945, 5.30140)
H (4.98966, -4.33641, 5.54308)
H (5.03680, -2.61067, 5.11250)
H (3.31082, -5.30607, 1.61874)
H (1.71470, -4.34628, -0.03997)
H (0.90659, -2.42634, -1.26603)
H (0.77139, 0.09068, 0.50706)
H (-0.51764, -0.65832, -2.19363)
H (-1.61794, 1.37945, -3.38805)
H (-1.57529, 3.79934, -3.78898)
H (-1.34651, 6.27810, -1.87175)
H (0.23709, 6.97496, -1.40722)
H (-0.46958, 7.36030, -3.00714)
H (1.61115, 4.92931, -4.40362)
H (1.18264, 6.66460, -4.27895)
H (2.33594, 5.93451, -3.11935)
H (1.65958, 4.16840, -0.94643)
H (1.23521, 1.87710, -0.18353)
H (-2.56566, -2.21820, -2.08613)
H (-2.54486, -4.59963, -1.50287)
H (-1.72084, -5.30537, 0.76987)
H (-1.34318, -3.56766, 2.53471)
H (-1.52651, -1.17868, 1.95634)
H (-4.15005, -0.32826, 0.43823)
H (-5.03621, 0.85995, 1.43353)
H (-5.64875, 0.41641, -0.18866)
H (-3.78930, 3.79216, -0.72612)
H (-5.42543, 3.12483, -0.95346)
H (-4.82179, 3.48717, 0.69028)
H (2.37123, -0.40640, 1.62177)
H (3.75417, -1.41114, 3.42447)

Cartesian forces (eV/Å) of the 6 atoms listed first:
C -0.148 0.262 -0.047
N 0.257 -0.875 0.740
C -0.079 0.269 -0.467
C -0.607 0.386 -0.769
C 0.200 0.450 0.618
C 0.136 0.811 -0.175

The value obtained for the energy above the lowest of the compared OMol25 structures with the same formula, charge and spin is 101.11 kJ/mol. For the HOMO-LUMO gap, the calculation gives 7.92 eV. The strongest force on any atom comes out at 2.0 eV Å⁻¹. The calculation puts the calculated total energy at -43867.9286 eV. The value obtained for the LUMO energy is 0.73 eV.

An isolated molecule of C4H7N3 at a distorted geometry, computed with ωB97M-V with the def2-TZVPD basis set.

Positions of all 14 atoms, in Å:
H (3.36671, -0.92473, -0.17307)
N (2.57480, -1.04695, 0.45881)
C (1.53182, -0.46558, 0.00284)
C (1.57300, 0.27699, -1.27660)
N (1.70779, 0.98061, -2.18867)
N (0.35819, -0.38194, 0.73016)
C (-0.98468, -0.49221, 0.17135)
C (-1.56191, 0.74807, -0.52221)
H (0.45915, 0.00495, 1.67053)
H (-0.98804, -1.34738, -0.51458)
H (-1.62874, -0.78562, 1.00955)
H (-0.97358, 1.02792, -1.40403)
H (-1.59218, 1.60400, 0.16428)
H (-2.58915, 0.54431, -0.85479)

Cartesian forces (eV/Å) of the 6 atoms listed first:
H -0.114 0.032 0.085
N -0.477 0.446 -0.285
C 0.287 -0.116 0.215
C 0.174 0.633 -0.756
N -0.237 -0.972 0.951
N 0.210 0.504 0.385

The value obtained for the energy above the lowest of the compared OMol25 structures with the same formula, charge and spin is 88.26 kJ/mol. For the HOMO-LUMO gap, the calculation gives 10.03 eV. The strongest force on any atom comes out at 1.4 eV Å⁻¹. The calculation puts the calculated total energy at -8730.7646 eV. The value obtained for the LUMO energy is 0.35 eV.